Entry 1:
Entry from the Open Molecules 2025 dataset: a structure of composition C34H41AsFeO7S2Te (wB97M-V/def2-TZVPD).

Its HOMO-LUMO gap (alpha / beta) is 8.86 / 6.90 eV. The total energy comes out at -174439.6046 eV. The HOMO energy (alpha / beta) is -11.19 / -11.52 eV. The expectation value of S² is 8.76. The value obtained for the energy above the lowest of the compared OMol25 structures with the same formula, charge and spin is 123.4 kJ/mol.

The geometry in ORCA input format:
```
! wB97M-V def2-TZVPD RIJCOSX def2/J DEFGRID3
* xyz 1 6
Fe -1.010 -0.739 -0.964
C -4.342 0.366 0.097
C -3.458 -0.861 0.169
C -3.462 -1.804 -0.871
C -4.461 -1.707 -1.991
C -2.539 -2.872 -0.862
C -2.529 -3.818 -2.039
C -1.630 -3.014 0.196
C -0.686 -4.197 0.203
C -1.689 -2.116 1.283
C -0.805 -2.287 2.495
C -2.651 -1.090 1.298
C -2.939 -0.360 2.592
H -4.416 0.724 -0.928
H -3.933 1.182 0.691
H -5.355 0.165 0.455
H -3.990 -1.314 -2.893
H -5.304 -1.072 -1.732
H -4.852 -2.695 -2.234
H -2.539 -3.250 -2.967
H -3.412 -4.462 -2.027
H -1.648 -4.454 -2.055
H 0.148 -4.047 -0.488
H -1.209 -5.097 -0.114
H -0.282 -4.398 1.191
H -1.299 -2.889 3.262
H -0.569 -1.324 2.949
H 0.131 -2.779 2.252
H -2.194 0.387 2.867
H -2.976 -1.079 3.411
H -3.904 0.140 2.555
O -1.924 1.367 -4.014
As -1.106 -0.183 -4.144
O -1.426 -0.891 -5.572
O -1.526 -1.081 -2.760
C 0.761 0.256 -3.935
C 1.603 -0.401 -4.825
C 2.964 -0.140 -4.836
C 3.498 0.798 -3.965
C 2.680 1.455 -3.060
C 1.312 1.175 -3.033
S 0.410 2.116 -1.816
O 0.139 3.404 -2.368
O 1.338 2.136 -0.634
O -0.819 1.358 -1.407
H -2.343 1.521 -4.873
H 1.164 -1.097 -5.529
H 3.607 -0.656 -5.539
H 4.555 1.029 -3.996
H 3.091 2.188 -2.378
Te -0.101 1.581 1.383
C 1.481 1.691 2.750
C 1.444 0.928 3.912
C 2.488 1.027 4.824
C 3.560 1.870 4.561
C 3.599 2.609 3.382
C 2.560 2.522 2.468
C -0.581 3.624 1.447
C -1.629 3.933 2.310
C -2.011 5.257 2.465
C -1.353 6.252 1.756
C -0.309 5.927 0.902
C 0.090 4.607 0.739
H 0.604 0.276 4.127
H 2.458 0.451 5.741
H 4.367 1.954 5.279
H 4.443 3.257 3.175
H 2.591 3.088 1.545
H -2.143 3.156 2.864
H -2.819 5.507 3.141
H -1.659 7.284 1.866
H 0.203 6.703 0.347
H 0.892 4.366 0.058
O 1.025 -1.020 -0.745
S 2.491 -0.774 -0.369
C 2.749 -1.516 1.259
C 3.062 -2.988 1.022
C 4.024 -2.985 -0.166
C 3.374 -2.104 -1.233
H 1.839 -1.309 1.817
H 3.580 -0.984 1.728
H 2.148 -3.522 0.764
H 3.494 -3.457 1.904
H 4.225 -3.984 -0.552
H 4.979 -2.551 0.141
H 2.584 -2.611 -1.791
H 4.078 -1.658 -1.937
*
```

---

Entry 2:
Entry from the Open Molecules 2025 dataset: a cluster of 2 separate species, C34H41N3O3 in total in a non-equilibrium geometry (wB97M-V/def2-TZVPD).

Its HOMO-LUMO gap is 6.22 eV. The total energy comes out at -46531.6667 eV. The HOMO energy is -8.08 eV. The value obtained for the energy above the lowest of the compared OMol25 structures with the same formula, charge and spin is 401.4 kJ/mol.

The geometry in ORCA input format:
```
! wB97M-V def2-TZVPD RIJCOSX def2/J DEFGRID3
* xyz 0 1
C 3.441 0.305 2.800
C 3.293 -0.998 2.093
C 2.125 -1.780 2.188
N 1.045 -1.298 2.964
C 0.571 0.002 2.948
N -0.287 0.058 3.996
C -0.997 1.231 4.446
C -0.390 -1.177 4.642
C 0.448 -2.014 4.014
C 2.114 -3.110 1.723
C 0.948 -4.023 1.895
C 3.248 -3.607 1.074
C 4.380 -2.813 0.875
C 5.541 -3.344 0.087
C 4.412 -1.540 1.453
H 4.186 0.924 2.282
H 2.496 0.868 2.856
H 3.815 0.159 3.828
H -0.714 2.112 3.858
H -2.080 1.078 4.337
H -0.793 1.424 5.510
H -0.990 -1.317 5.522
H 0.734 -3.017 4.249
H 1.048 -4.835 1.165
H 0.946 -4.510 2.881
H -0.017 -3.533 1.735
H 3.250 -4.648 0.734
H 6.390 -2.658 0.147
H 5.851 -4.327 0.459
H 5.279 -3.463 -0.973
H 5.342 -0.965 1.444
C -6.639 -1.553 0.815
C -5.188 -1.691 0.339
C -4.451 -2.552 1.361
C -5.177 -2.433 -1.002
C -4.522 -0.307 0.162
C -3.343 0.033 0.769
C -2.705 1.299 0.565
C -1.470 1.577 1.206
C -0.971 2.895 1.399
C -1.846 4.039 1.495
C -1.347 5.323 1.437
C 0.039 5.529 1.298
N 0.487 6.817 0.897
O 1.704 7.009 0.685
O -0.379 7.711 0.741
C 0.934 4.439 1.376
C 0.439 3.150 1.466
C -3.329 2.222 -0.350
C -4.530 1.976 -0.965
C -5.227 2.966 -1.938
C -5.238 2.373 -3.355
C -4.504 4.310 -1.992
C -6.679 3.242 -1.513
C -5.171 0.670 -0.731
O -6.255 0.387 -1.299
H -7.223 -1.003 0.073
H -7.067 -2.554 0.947
H -6.672 -1.020 1.771
H -3.422 -2.756 1.044
H -4.449 -2.079 2.350
H -4.967 -3.515 1.452
H -4.147 -2.521 -1.370
H -5.595 -3.437 -0.864
H -5.776 -1.887 -1.735
H -2.849 -0.670 1.447
H -0.821 0.745 1.487
H -2.925 3.894 1.609
H -2.004 6.188 1.468
H 2.000 4.647 1.349
H 1.119 2.295 1.538
H -2.791 3.147 -0.577
H -5.805 1.438 -3.365
H -5.702 3.076 -4.058
H -4.211 2.176 -3.686
H -4.475 4.786 -1.004
H -3.483 4.199 -2.375
H -5.043 4.984 -2.670
H -6.702 3.691 -0.514
H -7.147 3.938 -2.220
H -7.251 2.310 -1.503
*
```

---

Entry 3:
Entry from the Open Molecules 2025 dataset: a structure of composition C34H41N3O3P3RhS (wB97M-V/def2-TZVPD).

Its HOMO-LUMO gap is 6.84 eV. The total energy comes out at -88237.2753 eV. The HOMO energy is -13.07 eV.

The geometry in ORCA input format:
```
! wB97M-V def2-TZVPD RIJCOSX def2/J DEFGRID3
* xyz 2 1
Rh 0.441 0.934 -0.035
N 0.299 -1.328 2.767
C -0.034 -2.497 2.114
C -0.517 -3.563 2.879
C -1.002 -4.711 2.290
C -1.018 -4.834 0.908
C -0.541 -3.795 0.136
C -0.044 -2.612 0.704
P 0.660 -1.396 -0.460
C 2.447 -1.789 -0.405
C 3.300 -1.676 -1.503
C 4.642 -1.996 -1.394
C 5.164 -2.430 -0.184
C 4.324 -2.570 0.909
C 2.977 -2.265 0.797
C -0.010 -1.941 -2.047
C -1.319 -1.570 -2.350
C -1.940 -2.062 -3.486
C -1.249 -2.915 -4.337
C 0.053 -3.294 -4.037
C 0.671 -2.820 -2.889
H 0.373 -1.397 3.772
H 1.030 -0.745 2.387
H -0.516 -3.466 3.958
H -1.373 -5.515 2.912
H -1.387 -5.735 0.439
H -0.551 -3.909 -0.938
H 2.923 -1.380 -2.465
H 5.281 -1.919 -2.265
H 6.213 -2.681 -0.102
H 4.711 -2.935 1.850
H 2.346 -2.421 1.659
H -1.860 -0.910 -1.677
H -2.963 -1.787 -3.708
H -1.732 -3.296 -5.227
H 0.582 -3.977 -4.688
H 1.665 -3.162 -2.636
C -0.144 3.704 -1.623
P -0.797 2.016 -1.623
C -0.866 1.600 -3.390
C -2.525 2.167 -1.151
C -3.439 2.890 -1.915
C -4.747 3.016 -1.483
C -5.139 2.425 -0.286
C -4.226 1.714 0.473
C -2.906 1.576 0.042
P -1.662 0.698 1.053
C -2.569 -0.855 1.332
C -1.791 1.558 2.639
H -0.826 4.337 -2.192
H 0.840 3.714 -2.092
H -0.064 4.079 -0.605
H -1.572 2.292 -3.851
H -1.227 0.586 -3.536
H 0.092 1.738 -3.879
H -3.139 3.369 -2.839
H -5.460 3.579 -2.069
H -6.159 2.527 0.057
H -4.551 1.282 1.410
H -2.484 -1.533 0.486
H -3.618 -0.599 1.465
H -2.224 -1.352 2.232
H -2.831 1.535 2.964
H -1.469 2.592 2.524
H -1.156 1.073 3.373
C 3.231 2.868 2.468
S 1.737 2.002 2.115
O 1.033 1.851 3.348
O 1.002 2.763 1.044
O 2.072 0.702 1.440
H 2.952 3.743 3.051
H 3.744 3.158 1.558
H 3.851 2.204 3.069
N 5.097 2.342 -4.156
C 4.137 2.015 -3.278
C 4.141 2.504 -1.959
C 3.138 2.150 -1.097
N 2.127 1.329 -1.419
C 2.134 0.841 -2.672
C 3.076 1.155 -3.617
H 5.843 2.966 -3.903
H 5.075 2.002 -5.101
H 4.924 3.170 -1.620
H 3.121 2.554 -0.103
H 1.357 0.133 -2.917
H 3.010 0.712 -4.602
*
```

---

Entry 4:
Entry from the Open Molecules 2025 dataset: a structure of composition C34H41N7NaO2S2Sb2 (wB97M-V/def2-TZVPD).

Its HOMO-LUMO gap is 6.13 eV. The total energy comes out at -89614.7998 eV. The HOMO energy is -4.15 eV. The value obtained for the energy above the lowest of the compared OMol25 structures with the same formula, charge and spin is 0.0 kJ/mol.

The geometry in ORCA input format:
```
! wB97M-V def2-TZVPD RIJCOSX def2/J DEFGRID3
* xyz -1 1
Na -0.683 -0.879 -0.354
O -2.112 -2.526 0.240
C -2.347 -3.540 -0.524
C -2.697 -4.790 0.057
C -2.934 -5.929 -0.682
C -2.844 -5.894 -2.071
C -2.521 -4.691 -2.672
C -2.282 -3.514 -1.957
C -1.938 -2.347 -2.766
N -1.783 -1.154 -2.346
N -1.406 -0.237 -3.313
C -0.869 0.833 -2.755
O -0.645 1.047 -1.529
C -0.454 1.908 -3.731
C -0.549 1.740 -5.110
C -0.150 2.751 -5.970
C 0.349 3.946 -5.465
C 0.445 4.120 -4.091
C 0.048 3.106 -3.231
H -2.727 -4.834 1.142
H -3.184 -6.855 -0.175
H -3.022 -6.781 -2.667
H -2.440 -4.644 -3.754
H -1.789 -2.549 -3.834
H -0.941 0.805 -5.486
H -0.227 2.609 -7.042
H 0.660 4.736 -6.138
H 0.832 5.048 -3.688
H 0.115 3.215 -2.156
N -3.002 -0.023 1.148
N -3.293 -0.970 2.144
C -2.286 -1.397 2.943
N -2.485 -2.648 3.436
S -0.944 -0.498 3.370
H -3.807 0.576 1.029
H -2.826 -0.560 0.300
H -3.861 -1.740 1.807
H -2.884 -3.320 2.794
H -1.734 -2.986 4.013
C 3.851 -0.112 0.650
Sb 1.887 0.752 0.909
C 2.447 2.652 0.092
C 2.204 1.237 3.027
C 2.517 2.671 3.299
C 3.834 3.108 3.147
C 4.197 4.432 3.325
C 3.227 5.360 3.674
C 1.919 4.940 3.851
C 1.536 3.609 3.674
C 0.107 3.222 3.873
Sb -0.886 3.002 1.939
C -0.918 5.145 1.617
C -2.878 2.963 2.747
H 4.628 0.534 1.060
H 4.043 -0.273 -0.411
H 3.878 -1.080 1.152
H 3.466 2.903 0.383
H 1.773 3.429 0.454
H 2.368 2.597 -0.993
H 3.042 0.609 3.334
H 1.317 0.884 3.550
H 4.590 2.379 2.871
H 5.228 4.736 3.193
H 3.488 6.401 3.819
H 1.160 5.659 4.138
H -0.424 3.976 4.455
H 0.008 2.268 4.390
H -1.306 5.674 2.489
H -1.551 5.366 0.757
H 0.089 5.505 1.406
H -3.008 3.757 3.482
H -3.039 1.992 3.214
H -3.597 3.102 1.941
N 0.814 -3.352 2.132
C 0.896 -3.694 0.810
N 1.028 -2.842 -0.146
C 1.100 -3.487 -1.373
C 1.229 -2.854 -2.605
C 1.260 -3.627 -3.751
C 1.168 -5.018 -3.686
C 1.052 -5.664 -2.466
C 1.024 -4.886 -1.320
S 0.873 -5.386 0.341
H 0.447 -2.420 2.304
H 0.389 -4.047 2.724
H 1.266 -1.772 -2.661
H 1.336 -3.140 -4.715
H 1.177 -5.600 -4.598
H 0.965 -6.741 -2.414
*
```

---

Entry 5:
Entry from the Open Molecules 2025 dataset: a cluster of 3 separate species, C34H42BBrF6I2N2O11P in total in a non-equilibrium geometry (wB97M-V/def2-TZVPD).

Its HOMO-LUMO gap is 6.00 eV. The total energy comes out at -173949.1133 eV. The HOMO energy is -10.88 eV.

The geometry in ORCA input format:
```
! wB97M-V def2-TZVPD RIJCOSX def2/J DEFGRID3
* xyz 1 1
C 5.088 -2.547 2.284
C 4.246 -2.868 1.046
O 4.859 -2.364 -0.152
B 4.687 -1.074 -0.516
O 5.656 -0.462 -1.272
C 3.350 -0.241 -0.200
C 3.401 0.809 0.743
C 4.646 1.213 1.477
C 5.706 1.930 0.610
C 6.440 2.988 1.434
O 7.247 3.832 0.665
C 8.284 3.160 -0.019
C 2.245 1.495 1.011
C 1.020 1.165 0.379
C -0.165 1.893 0.679
C -0.062 3.021 1.658
C 0.052 2.532 3.093
O 0.381 3.232 3.968
Br -0.374 0.676 3.457
N -1.323 1.557 0.113
C -2.555 2.342 0.358
C -3.508 1.728 1.419
C -3.740 2.678 2.608
I -4.269 1.546 4.349
C -1.407 0.464 -0.735
C -2.800 0.104 -1.306
O -3.298 0.800 -2.133
C -3.621 -1.160 -0.846
F -2.889 -1.919 0.015
F -3.876 -1.910 -1.926
C -4.980 -0.852 -0.147
F -4.764 -0.840 1.182
F -5.480 0.321 -0.546
C -6.074 -1.943 -0.407
F -6.546 -1.810 -1.640
F -7.076 -1.644 0.462
C -5.625 -3.384 -0.134
O -5.583 -4.166 -1.034
O -5.287 -3.672 1.115
C -0.302 -0.254 -1.086
P -0.800 -1.615 -2.223
O 0.050 -2.886 -1.700
I 0.023 -1.008 -4.425
C 0.983 0.103 -0.542
C 2.183 -0.554 -0.841
O 2.275 -1.578 -1.801
C 2.936 -1.168 -2.831
N 3.492 -0.676 -3.701
H 4.511 -1.910 2.953
H 5.385 -3.433 2.831
H 5.965 -1.974 2.001
H 4.238 -3.947 0.933
H 3.204 -2.571 1.149
H 5.736 -0.845 -2.155
H 4.342 1.917 2.250
H 5.116 0.385 2.002
H 6.452 1.198 0.336
H 5.272 2.376 -0.281
H 7.069 2.446 2.155
H 5.751 3.597 2.017
H 7.921 2.794 -0.983
H 9.109 3.835 -0.207
H 8.627 2.282 0.531
H 2.305 2.276 1.744
H 0.821 3.603 1.440
H -0.885 3.723 1.642
H -2.307 3.336 0.694
H -3.069 2.483 -0.580
H -4.466 1.662 0.924
H -3.161 0.757 1.747
H -2.899 3.335 2.802
H -4.615 3.282 2.416
H -4.835 -4.528 1.049
H -0.516 -3.667 -1.759
C 4.069 2.103 -5.744
C 5.190 3.127 -5.589
C 4.446 4.435 -5.836
O 3.102 4.230 -5.375
C 2.893 2.839 -5.135
H 4.266 1.154 -5.253
H 3.885 1.907 -6.803
H 5.577 3.106 -4.567
H 6.025 2.973 -6.271
H 4.412 4.679 -6.902
H 4.883 5.279 -5.302
H 2.851 2.679 -4.048
H 1.939 2.533 -5.569
C -8.088 -4.145 2.480
C -9.533 -4.460 2.853
C -9.353 -5.581 3.867
O -8.104 -5.335 4.522
C -7.379 -4.332 3.814
H -7.947 -3.150 2.064
H -7.722 -4.876 1.754
H -9.993 -3.591 3.329
H -10.153 -4.751 2.006
H -9.299 -6.558 3.375
H -10.148 -5.613 4.611
H -7.399 -3.409 4.405
H -6.340 -4.648 3.705
*
```